(1)
This record from the OMol25 dataset describes a cluster of 11 separate species, C22H66O16 in total in a non-equilibrium geometry. The level of theory is the ωB97M-V functional and the def2-TZVPD basis.

largest force on an atom: 3.52 eV Å⁻¹
net charge: 0
SMILES: OCCO.OCCO.OCCO.OCCO.OCCO.CCO.CCO.CCO.CCO.CCO.CCO
relative energy (zero: lowest compared OMol25 entry of this formula, charge and spin): 19.3 kcal per mole

The geometry in XYZ format:
```
104
C22H66O16 (the ωB97M-V functional and the def2-TZVPD basis)
O 2.4982 3.2016 5.2241
O -0.3457 -0.2841 -0.9697
O 0.0387 4.4582 4.4729
O 0.7410 -5.3297 0.2323
O -0.8845 0.9430 1.5219
O 1.9425 1.2523 1.6167
O -0.6836 4.4380 -1.1534
O 2.2047 -1.2810 0.1056
O -3.5351 0.7737 -3.0203
O -1.3684 1.6884 4.4334
O -2.5212 -0.4070 -6.3351
O -0.5297 1.9462 -2.5230
O 1.4393 4.5628 0.8140
O -1.4718 -4.0136 1.0102
O -0.6452 -1.4114 -3.8868
O 2.5757 0.0517 -4.6245
C 1.9462 -4.7782 -0.2250
C 1.3471 3.3570 6.1088
C 3.5154 -1.8757 -3.6509
C -2.2255 -0.0970 5.6388
C -0.9451 4.6523 0.2084
C 3.1755 -5.1844 0.6686
C 0.1091 4.1657 1.1679
C 3.0288 0.2998 1.7070
C -2.5808 0.9467 4.6301
C -1.9825 -4.1666 2.4117
C 2.6679 -1.1262 1.4108
C -1.9559 0.6349 0.6550
C 0.6056 4.5937 5.7130
C -1.1283 -2.7428 -3.6181
C 0.8865 2.2385 -2.8466
C -2.8272 0.6001 -5.3924
C 2.6980 -1.3521 -4.7643
C -2.2826 -2.8101 3.0205
C -1.6055 -0.4741 -0.3627
C -0.0853 -3.4867 -2.8086
C -3.6485 0.0283 -4.2695
C 0.9530 3.1335 -4.1473
H -1.5280 -2.0525 2.7122
H 4.0623 -4.6631 0.4080
H -3.3054 1.4551 -5.9635
H 1.8085 3.3762 7.1141
H 3.0357 -1.6024 -5.7830
H 3.5794 -2.9398 -3.5831
H 1.8972 0.3881 -5.2619
H 1.7557 -1.9242 -4.7368
H 0.2688 3.9562 -4.1569
H -3.3078 -0.9759 -3.9774
H -2.1422 -4.2148 0.3714
H 2.4170 2.4061 4.6744
H -1.9139 0.9968 -4.8943
H 1.9227 -1.4111 2.1721
H -1.3834 -3.1418 -4.5574
H 0.0174 3.0410 1.2974
H -4.7133 0.0283 -4.5109
H -2.7788 0.4147 1.3549
H -1.9205 4.1602 0.4360
H 2.9631 -5.0966 1.7571
H 3.7485 0.6425 0.9392
H -0.0667 1.1039 1.0943
H 3.0554 -1.6541 -2.6035
H 3.4773 0.3789 2.6826
H 2.2332 -5.1231 -1.2127
H -2.4151 -0.4511 -1.1386
H -0.3294 0.6495 -1.3246
H -2.9456 0.4718 3.7116
H 0.8289 2.4884 -4.9770
H 1.1354 5.5432 5.7020
H -1.0946 5.7523 0.3709
H -3.3813 1.6427 4.9567
H 0.1609 4.8916 -1.3918
H 0.6748 2.4681 5.9997
H -1.5787 -1.4541 0.1172
H -2.6507 1.0613 -2.9742
H -1.6404 0.2693 6.4737
H -0.7898 2.7550 -1.9994
H -0.5306 3.7038 4.4251
H -0.9921 1.4866 3.5261
H -1.1907 -4.7278 2.9552
H -3.1843 -2.4756 2.5305
H 4.5423 -1.5346 -3.5732
H -0.4134 -1.0776 -3.0322
H -0.4143 -4.4322 -2.3218
H 0.1541 -4.7194 0.6685
H 0.8017 -3.7283 -3.4205
H 1.3915 -0.7908 -0.0138
H -2.8350 -4.7807 2.3161
H 0.3162 -2.8479 -1.9540
H -0.2119 4.6426 2.1100
H -1.8429 -1.0088 -5.9402
H 2.0046 3.4959 -4.1049
H -2.2877 1.5175 0.1492
H -2.0454 -2.6746 -2.9810
H -1.6753 -0.9221 5.1970
H 1.3661 2.7553 -1.9878
H 1.4139 1.2779 -2.8753
H 2.2011 1.8881 0.8950
H -2.4759 -2.7551 4.0696
H -3.1453 -0.5721 6.1056
H 3.4615 -6.2344 0.4857
H 3.6029 -1.6535 1.4772
H 1.9441 -3.6994 -0.3415
H 1.9314 4.2947 1.6286
H -0.1641 4.7902 6.5346
```

(2)
This record from the OMol25 dataset describes a cluster of 11 separate species, C22H66O21 in total in a non-equilibrium geometry. The level of theory is the ωB97M-V functional and the def2-TZVPD basis.

largest force on an atom: 3.30 eV Å⁻¹
net charge: 0
SMILES: OCCO.OCCO.OCCO.OCCO.OCCO.OCCO.OCCO.OCCO.OCCO.OCCO.CCO
relative energy (zero: lowest compared OMol25 entry of this formula, charge and spin): 0.0 kcal per mole

The geometry in XYZ format:
```
109
C22H66O21 (the ωB97M-V functional and the def2-TZVPD basis)
O 14.4120 4.6847 15.2723
O 6.9235 3.9202 15.5780
O 12.2609 7.9147 10.5808
O 15.4471 4.4315 18.1728
O 6.9251 4.4780 18.6419
O 11.2851 5.7929 21.3043
O 10.4900 10.4552 13.7648
O 10.2967 4.2121 17.9173
O 7.9870 4.4562 13.1946
O 5.0368 3.1034 19.9034
O 11.9209 7.0582 16.3502
O 14.8749 7.4479 15.1157
O 8.8388 8.1176 15.5018
O 11.3379 1.7864 19.0204
O 13.0637 4.0475 19.8324
O 11.6284 12.8270 14.6713
O 11.8430 7.4148 13.4899
O 10.8758 10.6355 20.9118
O 9.9483 7.9374 20.5558
O 8.8894 5.3750 20.3135
O 14.1676 6.6975 17.8446
C 12.0706 1.8278 20.2056
C 13.3920 2.6287 20.0785
C 8.0157 3.1215 13.7694
C 11.0372 8.0822 11.2275
C 10.5463 4.7216 21.9042
C 11.3279 5.1152 17.5145
C 10.7520 8.6176 19.6062
C 8.1130 3.2557 15.2487
C 5.8555 2.4092 18.9415
C 11.6747 9.6541 20.2977
C 6.5779 7.5904 15.5119
C 14.7611 7.9751 17.5336
C 15.3049 3.4778 17.1456
C 7.6895 8.3441 14.7200
C 15.5612 4.0327 15.8060
C 9.0313 4.9029 21.6579
C 7.1725 3.0835 18.8847
C 15.6191 7.8757 16.2686
C 11.8302 10.5079 14.1288
C 10.8094 6.2796 16.6672
C 10.8563 7.1172 12.5129
C 11.9304 11.5529 15.2591
H 14.0077 8.7404 17.3016
H 12.9463 11.4492 15.6619
H 9.7458 4.6230 18.6257
H 11.7788 5.6418 18.3562
H 10.6090 4.6967 22.9720
H 13.6488 4.1355 15.4218
H 12.5959 10.5968 13.3330
H 7.8127 7.8928 13.6653
H 7.0777 2.6243 13.5034
H 12.1717 7.1130 10.1209
H 6.8399 6.5598 15.7357
H 12.3504 10.0814 19.5381
H 16.0701 8.8139 16.0001
H 10.3237 5.8048 15.7962
H 7.7658 2.6183 18.0642
H 9.8753 7.1663 12.9937
H 6.3233 8.1107 16.4534
H 10.9513 6.0754 12.1638
H 10.3269 10.2362 21.5851
H 11.0232 9.0520 11.6804
H 10.1737 7.9280 10.6080
H 9.4413 8.8231 15.2196
H 8.1601 2.2861 15.7028
H 16.3086 4.7854 15.9090
H 12.0642 9.5355 14.5210
H 9.3613 6.2465 20.2777
H 13.7431 4.4975 19.3557
H 15.0491 5.2974 17.9482
H 7.7735 2.8932 19.8170
H 5.6590 7.5418 14.9050
H 11.9782 5.4024 20.7955
H 13.8919 2.6040 21.0559
H 7.4960 5.0126 19.1761
H 7.4550 9.4127 14.7824
H 13.4799 6.6075 17.1640
H 10.0254 6.8572 17.2657
H 12.0988 4.5486 16.9773
H 11.2480 11.3229 16.0371
H 7.2569 4.8989 13.6424
H 12.6927 7.3341 13.0901
H 16.0262 2.6564 17.3044
H 6.9502 4.0676 16.5308
H 10.6171 7.3947 20.9976
H 16.3927 7.1586 16.4904
H 14.5060 6.5122 15.2548
H 11.5237 2.2104 21.0687
H 10.9315 2.6931 18.8637
H 8.8331 2.5953 13.2488
H 12.3272 9.1731 21.0696
H 8.3785 4.0103 21.7888
H 9.0231 3.8097 15.4841
H 10.2117 11.3600 13.4648
H 14.0286 2.2029 19.2879
H 11.8924 7.3082 15.3826
H 11.8379 13.3869 15.4335
H 8.6435 5.6717 22.3635
H 12.3509 0.7819 20.4819
H 5.9524 1.4091 19.3440
H 11.3746 7.8792 19.0848
H 5.1717 4.0528 19.8111
H 5.4942 2.4019 17.9442
H 10.8507 3.7839 21.4415
H 15.3974 8.3288 18.3408
H 15.9535 3.3630 15.0763
H 10.1048 9.1136 18.9051
H 14.3767 2.9679 17.0579
```

(3)
This record from the OMol25 dataset describes a cluster of 12 separate species, C22H66O26S in total in a non-equilibrium geometry. The level of theory is the ωB97M-V functional and the def2-TZVPD basis.

largest force on an atom: 10.16 eV Å⁻¹
net charge: -2
relative energy (zero: lowest compared OMol25 entry of this formula, charge and spin): 0.0 kcal per mole

The geometry in XYZ format:
```
115
C22H66O26S (the ωB97M-V functional and the def2-TZVPD basis)
S 4.8470 1.3200 44.8650
O 3.4910 3.2670 38.8240
O 3.6860 0.7040 41.4670
O 7.8570 0.3870 42.7030
O 3.7080 -2.9710 44.4550
O 6.7290 3.1100 42.0700
O 5.1250 6.4960 41.1900
O 2.5060 3.8200 43.7880
O 6.7830 -2.4610 45.2660
O 5.5390 -0.7310 49.8240
O 4.8550 2.0970 46.1080
O 5.3640 6.5410 46.6900
O 9.9140 -1.6450 46.5940
O -1.0190 1.6600 41.4360
O 8.3570 2.4610 45.1470
O 7.8240 -1.6470 39.7800
O 4.9400 -0.1140 45.1110
O 4.0230 -2.2960 41.0100
O 9.9170 5.6720 45.0410
O 0.7720 0.3230 47.3310
O 4.6250 3.4570 48.3060
O 1.8020 6.5260 46.0330
O 6.0700 1.7730 44.0950
O 3.9350 -1.2250 47.3310
O 3.7580 1.5640 44.0390
O 6.9630 1.9640 47.9760
O 1.2360 0.7340 44.1900
C 2.1220 4.3340 45.0040
C 7.2530 -0.0860 41.5900
C 3.3620 2.0390 40.9930
C 6.0100 5.3630 40.9800
C 7.9570 -1.8970 45.1940
C 3.3070 -2.5760 43.1500
C 2.1860 5.8340 44.8740
C 0.5210 0.5300 42.9450
C 9.7330 4.3770 45.6360
C 8.7520 -2.2780 46.5350
C 8.6520 3.7830 44.7040
C 5.6140 0.6260 49.6590
C -0.4240 1.7600 42.6670
C 4.4100 -2.9190 42.2540
C 5.9960 4.4000 42.1940
C 3.9320 2.0820 39.5560
C 2.1060 0.2390 47.5240
C 5.6340 5.1710 46.9680
C 2.4460 -1.1500 46.9640
C 6.8250 0.6410 48.6130
C 4.6030 4.8230 48.0600
C 8.1450 -1.2740 41.0580
H 7.5120 2.1380 44.7460
H 4.1030 -2.2830 44.7280
H 2.2870 2.1940 40.8710
H -1.1680 1.9980 43.4020
H 6.0770 -1.7880 45.2690
H 6.3000 7.1350 46.6450
H 6.2640 1.8820 47.1720
H 2.5530 6.8950 46.4970
H 1.5340 6.1970 44.0050
H 2.3580 -3.1960 43.1870
H 8.8870 -3.3100 46.4040
H 0.7230 0.4610 46.4300
H 5.2490 -1.1320 48.9290
H 8.3120 -1.9670 44.0860
H -0.7320 2.2530 40.7750
H 4.4720 -4.0750 42.0220
H 4.7570 2.9530 47.4380
H 8.0430 -0.7730 44.8720
H 4.7290 5.3560 49.0460
H 2.7620 3.9770 45.6490
H 8.8940 3.5610 43.5800
H 2.6190 0.4540 48.5340
H -0.1060 -0.3960 43.0840
H 4.5430 -0.8420 46.5720
H 5.7710 1.2670 50.5800
H 6.4770 2.4640 42.9340
H 10.6600 3.7540 45.8080
H 3.5090 1.3160 38.9700
H 6.6290 5.0820 47.1020
H 1.2770 4.0200 45.3390
H 7.9000 0.4490 48.9560
H 1.7530 -1.7640 47.2760
H 3.8230 -1.3960 41.2630
H 2.4090 0.9760 46.9140
H 7.2600 0.8040 43.3570
H 7.0140 5.5780 40.8050
H 7.6240 4.0960 44.6950
H 2.9240 -1.5690 42.9910
H 9.2900 -1.0540 41.2010
H 2.2170 1.0990 44.0430
H 10.5690 5.4940 44.2720
H 5.0160 4.1310 42.5760
H 1.2800 0.3700 42.0890
H 7.1090 0.6090 40.8500
H 3.8470 2.9130 41.5580
H 3.2230 6.0890 44.7910
H 5.4180 4.3610 46.2190
H 7.9530 -2.5140 39.8440
H 4.2200 3.3450 38.1610
H 6.5110 -0.1050 47.7450
H 0.1890 2.6060 42.8890
H 8.0190 -1.9110 47.4430
H 7.9220 -2.2400 41.5330
H 5.6770 4.8740 40.0580
H 6.2280 5.0490 43.0240
H 2.3940 -1.1800 45.8850
H 6.2710 -0.4920 41.6820
H 5.4690 -2.3490 42.5220
H 5.3070 6.9960 40.3300
H 3.0510 3.0050 43.9410
H 4.5670 0.9800 49.1500
H 9.8020 -0.6490 46.7140
H 4.8690 2.1590 39.5120
H 3.5560 5.0820 47.7640
H 3.4250 0.9000 42.4770
H 9.3180 4.6560 46.5800
```

(4)
This record from the OMol25 dataset describes a cluster of 8 separate species, C22H67N6O7 in total in a non-equilibrium geometry. The level of theory is the ωB97M-V functional and the def2-TZVPD basis.

largest force on an atom: 16.52 eV Å⁻¹
net charge: +1
relative energy (zero: lowest compared OMol25 entry of this formula, charge and spin): 25.7 kcal per mole

The geometry in XYZ format:
```
102
C22H67N6O7 (the ωB97M-V functional and the def2-TZVPD basis)
O 15.1384 -46.1658 0.7745
O 18.0206 -43.0439 2.9719
O 12.2240 -38.3440 -1.3749
O 10.6331 -45.3699 1.5135
O 13.9835 -42.1086 -5.8017
O 16.2862 -40.0766 -0.4466
O 12.3251 -40.8301 4.8380
N 16.2947 -44.9786 -2.4915
N 10.4502 -42.0548 0.2476
N 14.8375 -41.1508 3.4784
N 14.4047 -42.7174 -2.2407
N 9.9165 -38.3352 3.7735
N 13.6422 -41.4369 0.3309
C 13.7142 -42.4551 -3.5038
C 14.0915 -46.8718 1.2835
C 10.8362 -38.7258 -1.5681
C 17.0511 -42.0422 2.9262
C 15.0109 -45.8192 -0.5650
C 12.7522 -41.2763 -3.1085
C 19.1946 -42.6476 2.3185
C 10.9531 -43.9228 1.4803
C 10.2797 -43.4278 0.1571
C 16.4745 -45.4035 -1.1061
C 17.3753 -39.3968 0.3688
C 17.0182 -44.1565 -0.2785
C 14.6683 -42.1592 -4.5960
C 11.1190 -39.0422 3.8738
C 11.0639 -40.1229 4.8785
C 15.7177 -42.2778 3.6725
C 14.8227 -41.6143 -6.8981
C 12.2551 -41.9394 5.8280
C 10.4245 -45.7301 2.7831
C 12.2067 -38.0046 4.2615
C 10.9231 -44.0810 -1.1034
C 15.0494 -43.5292 3.2827
H 10.6318 -39.4048 -0.7134
H 14.8082 -46.6824 -1.1260
H 14.2167 -47.9953 0.9117
H 10.7679 -39.3550 -2.4506
H 11.0542 -45.4494 3.6365
H 13.3685 -40.3730 -2.9096
H 9.1461 -43.7360 0.0735
H 13.6224 -40.7620 -0.5191
H 10.5133 -45.0790 -1.4585
H 14.4867 -41.8533 0.4433
H 15.9748 -45.5751 -2.9552
H 15.5371 -42.8555 -4.7130
H 11.8349 -37.4305 5.1001
H 10.3571 -41.5965 -0.6148
H 10.6106 -46.9538 2.7932
H 12.1558 -41.4590 -2.3641
H 17.0830 -44.8017 -2.9892
H 9.8911 -37.6486 2.9819
H 10.2265 -37.8260 -1.7080
H 12.0200 -43.7897 1.5372
H 15.4274 -42.5204 -7.0624
H 13.3567 -40.9513 1.3533
H 16.8301 -38.5402 0.9762
H 10.5997 -43.4834 -2.1030
H 11.2336 -39.5917 2.9135
H 16.6362 -40.4635 -1.2220
H 14.2541 -41.1069 4.0663
H 12.4695 -37.3211 3.4287
H 14.1243 -45.2202 -0.7366
H 13.1768 -42.4495 5.4769
H 13.0336 -43.3075 -3.8247
H 12.7039 -42.0051 0.2017
H 17.9393 -38.8220 -0.1131
H 12.1053 -41.0201 -4.0989
H 14.1458 -43.5978 3.8815
H 16.6539 -42.0498 1.8771
H 10.9257 -39.8779 5.8423
H 16.3553 -43.3420 -0.2791
H 15.2371 -42.1081 -2.0443
H 9.1855 -39.0485 3.6278
H 13.2590 -38.3999 4.4716
H 18.0742 -44.0196 -0.6132
H 13.0298 -46.6981 1.0986
H 18.0633 -40.0434 1.0986
H 10.3132 -40.8331 4.7834
H 12.2364 -41.6174 6.8618
H 14.6570 -43.5769 2.1851
H 20.1387 -43.4703 2.5157
H 17.5938 -41.1792 3.3603
H 15.0423 -43.4750 -2.2485
H 18.9049 -42.4525 1.3498
H 11.6057 -42.6963 5.4608
H 11.9629 -44.0873 -1.1275
H 9.6616 -41.3942 0.9640
H 14.1784 -41.2899 -7.6637
H 19.6350 -41.7538 2.7585
H 15.6337 -44.5898 3.2328
H 10.5345 -43.5210 2.3600
H 15.2076 -40.7969 -6.7024
H 9.2775 -45.9526 3.3734
H 17.1086 -46.4678 -0.9252
H 12.5662 -37.4961 -1.1271
H 16.0292 -42.1829 4.7192
H 15.4402 -40.2880 3.4737
H 14.2436 -46.8847 2.3420
H 15.3117 -41.3437 -4.4090
H 17.1831 -44.5223 0.7321
```

Question: Which of these has the lowest net charge?
Answer: C22H66O26S